Computed, not measured: a 2-piece molecular cluster, C5H15NO2 overall, with ωB97M-V/def2-TZVPD.

Each atom is followed by the atoms it is bonded to, with distances in Å.
Atoms and positions in Å:
1 O 2.585 3.331 1.356  H10 0.957, H20 0.959
2 O -2.710 -0.831 -0.502  C4 1.427, H23 0.964
3 N 0.561 0.760 -0.419  C5 1.453, C7 1.470, H16 1.014
4 C -1.706 -0.034 0.126  O2 1.427, C7 1.537, H18 1.086, H19 1.087
5 C 1.017 1.004 -1.776  N3 1.453, H12 1.091, H15 1.100, H21 1.089
6 C -0.379 -2.780 0.797  C8 1.536, H11 1.097, H14 1.083, H22 1.097
7 C -0.278 -0.439 -0.271  N3 1.470, C4 1.537, C8 1.518, H13 1.093
8 C 0.346 -1.429 0.695  C6 1.536, C7 1.518, H9 1.092, H17 1.088
9 H 0.428 -1.018 1.704  C8 1.092
10 H 3.043 3.540 0.543  O1 0.957
11 H -1.465 -2.656 0.705  C6 1.097
12 H 1.516 1.974 -1.799  C5 1.091
13 H -0.349 -0.920 -1.249  C7 1.093
14 H -0.175 -3.261 1.746  C6 1.083
15 H 1.668 0.213 -2.177  C5 1.100
16 H 1.393 0.670 0.153  N3 1.014
17 H 1.377 -1.608 0.399  C8 1.088
18 H -1.852 1.026 -0.061  C4 1.086
19 H -1.845 -0.208 1.190  C4 1.087
20 H 2.033 2.554 1.257  O1 0.959
21 H 0.164 1.082 -2.449  C5 1.089
22 H -0.127 -3.463 -0.024  C6 1.097
23 H -2.503 -0.923 -1.438  O2 0.964

Its multiplicity is 1. As for the HOMO energy: -0.340 Ha. The max |F| is 0.8 eV Å⁻¹. Its structure (SMILES) is CC[C@@H](CO)NC.O.

---

Computed, not measured: the molecule C3H4N2O, with ωB97M-V/def2-TZVPD.

Each atom is followed by the atoms it is bonded to, with distances in Å.
Atoms and positions in Å:
1 O -1.635 0.422 1.109  N2 1.406, H9 0.943
2 N -0.529 0.257 0.256  O1 1.406, N3 1.317, C5 1.360
3 N 0.633 0.820 0.512  N2 1.317, C4 1.472
4 C 1.505 0.104 -0.434  N3 1.472, C6 1.369, H7 1.130
5 C -0.520 -0.801 -0.600  N2 1.360, C6 1.426, H8 1.061
6 C 0.830 -0.917 -1.047  C4 1.369, C5 1.426, H10 1.209
7 H 2.570 0.469 -0.531  C4 1.130
8 H -1.406 -1.248 -0.975  C5 1.061
9 H -1.313 1.303 1.204  O1 0.943
10 H 1.607 -1.748 -1.456  C6 1.209

Its multiplicity is 1. As for the HOMO energy: -0.339 Ha. The max |F| is 4.6 eV Å⁻¹. Its structure (SMILES) is On1cccn1.

---

Computed, not measured: a 2-piece molecular cluster, C3H11N2O overall, with ωB97M-V/def2-TZVPD.

Each atom is followed by the atoms it is bonded to, with distances in Å.
Atoms and positions in Å:
1 O 2.677 -1.004 0.703  H13 0.936, H17 0.976
2 N 0.632 0.737 0.948  C6 1.484, H7 0.999, H8 1.026, H9 1.064
3 N -1.181 -1.103 -1.787  C4 1.452, H12 0.968, H15 0.926
4 C -0.346 -0.738 -0.657  N3 1.452, C6 1.346, H16 1.091
5 C -1.699 1.200 0.034  C6 1.450, H10 1.065, H11 1.134, H14 1.161
6 C -0.477 0.421 0.015  N2 1.484, C4 1.346, C5 1.450
7 H 1.442 0.184 0.759  N2 0.999
8 H 0.275 0.408 1.852  N2 1.026
9 H 0.797 1.788 0.980  N2 1.064
10 H -2.469 0.604 0.466  C5 1.065
11 H -1.537 2.132 0.659  C5 1.134
12 H -2.136 -0.953 -1.727  N3 0.968
13 H 3.083 -0.600 1.442  O1 0.936
14 H -2.005 1.580 -1.020  C5 1.161
15 H -1.016 -1.963 -2.090  N3 0.926
16 H 0.672 -1.104 -0.793  C4 1.091
17 H 3.288 -1.587 0.215  O1 0.976

Its multiplicity is 2. As for the HOMO energy (spin up / spin down): -0.741 / -0.749 Ha. The total charge is +2. The max |F| is 8.3 eV Å⁻¹.

---

Computed, not measured: the molecule C5H5NO, with ωB97M-V/def2-TZVPD.

Each atom is followed by the atoms it is bonded to, with distances in Å.
Atoms and positions in Å:
1 O -2.082 1.033 1.419  C6 1.228
2 N 0.790 -0.977 0.611  C5 1.310, C7 1.360, H12 1.016
3 C -0.856 1.182 -0.557  C4 1.207, C6 1.476
4 C -0.651 1.756 -1.598  C3 1.207, H8 1.068
5 C 1.070 -1.124 -0.660  N2 1.310, H9 1.080, H10 1.077
6 C -1.139 0.593 0.767  O1 1.228, C3 1.476, C7 1.429
7 C -0.233 -0.384 1.284  N2 1.360, C6 1.429, H11 1.081
8 H -0.476 2.277 -2.514  C4 1.068
9 H 2.018 -1.568 -0.923  C5 1.080
10 H 0.372 -0.778 -1.404  C5 1.077
11 H -0.286 -0.611 2.339  C7 1.081
12 H 1.471 -1.399 1.236  N2 1.016

Its multiplicity is 1. As for the HOMO energy (spin up / spin down): -0.287 / -0.287 Ha. The max |F| is 0.7 eV Å⁻¹.

---

It is found that the energy relative to the best compared isomer or geometry (same formula, charge and spin) values, taken in the order of the records, are 122.9, 410.1, 122.9, 376.0 kJ/mol.
It is found that the molar mass values, taken in the order of the records, are 121.18, 84.08, 91.13, 95.10 g mol⁻¹.
It is found that the DFT total energy values, taken in the order of the records, are -404.70827, -301.33103, -304.90674, -323.37646 a.u..